# 1
Computed, not measured: a 2-piece molecular cluster, C3H9N2O overall, with wB97M-V/def2-TZVPD.

Cartesian coordinates (Å):
1 C -0.61928 0.43600 -0.29947
2 C 0.67319 0.29937 0.73690
3 C 2.04033 0.51684 0.23576
4 N -2.59142 -1.62752 0.22149
5 N 2.30531 1.28346 -0.86330
6 O -0.49129 1.09420 -1.26999
7 H -1.55196 -0.06796 -0.00844
8 H 0.55415 -0.58953 1.38981
9 H 0.53528 1.22121 1.31266
10 H 2.74914 -0.16703 0.81333
11 H -2.42375 -1.76021 -0.84741
12 H -3.52277 -1.35006 0.43175
13 H 1.49948 1.80650 -1.29007
14 H 3.26754 1.40201 -1.26651
15 H -2.42395 -2.49727 0.70349

Atomic forces in eV per Å
C 3.1 0.4 0.6
C -0.5 0.5 -0.2
C 0.7 -2.0 0.3
N 1.5 0.2 -2.8
N 0.2 0.6 -0.7
O -0.5 0.1 -0.3
H -1.3 -1.0 0.9
H -0.2 0.5 -0.7
H -1.1 0.1 0.5
H -0.4 1.4 -1.4
H -0.9 0.0 2.6
H -0.9 0.3 -0.2
H 1.7 -0.8 0.4
H -1.7 -0.1 0.8
H 0.3 -0.2 0.0

Calculated values
Charge: +1
Relative energy (zero: lowest compared OMol25 entry of this formula, charge and spin), kJ/mol: 119.7
LUMO (alpha / beta), eV: -4.7 / -8.5
Multiplicity: 3
E_HOMO (alpha / beta), eV: -10.3 / -15.1
Kohn-Sham gap (alpha / beta), eV: 5.5 / 6.6

Atom charges from the natural (NBO) analysis, given in e for atoms 1 to 8: 0.40, -0.46, -0.08, -1.01, -0.77, -0.22, 0.29, 0.28

# 2
Computed, not measured: a 2-piece molecular cluster, C3H9N2O2 overall, with wB97M-V/def2-TZVPD.

Cartesian coordinates (Å):
1 C 1.75721 -0.62578 -1.12810
2 C -0.71687 -1.83279 2.75269
3 C -1.01832 2.35036 -0.68449
4 N 0.30839 -0.76539 -0.99174
5 N -0.48743 0.14354 -0.81048
6 O -0.65472 -1.51755 1.62380
7 O -0.03306 1.32087 -0.70329
8 H 2.11273 -0.43576 -0.08377
9 H 1.95837 0.30661 -1.66363
10 H 2.02493 -1.40388 -1.80924
11 H 0.19509 -1.59168 3.43285
12 H -0.19852 -1.57926 -1.44045
13 H -1.55681 -2.30677 3.29444
14 H -2.02939 1.86465 -0.83092
15 H -0.64756 3.23809 -1.29636
16 H -1.01404 2.83474 0.33868

Atomic forces in eV per Å
C -0.6 1.7 0.7
C 1.9 0.1 3.8
C -1.4 2.0 1.6
N 0.3 -1.4 -1.8
N -3.2 0.7 -0.5
O -0.5 0.4 -2.6
O 2.4 0.0 0.3
H 0.5 -1.1 -1.0
H -0.2 0.1 0.0
H 1.0 -0.9 0.6
H -1.2 -0.5 -0.6
H 0.8 0.7 1.5
H -0.2 0.0 -0.6
H 1.2 1.0 -0.4
H -0.8 -1.8 0.0
H 0.0 -1.0 -0.8

Calculated values
Charge: +1
Relative energy (zero: lowest compared OMol25 entry of this formula, charge and spin), kJ/mol: 566.2
LUMO, eV: -4.7
E_HOMO, eV: -13.5
Kohn-Sham gap, eV: 8.8

Atom charges from the natural (NBO) analysis, given in e for atoms 1 to 8: -0.48, 0.32, -0.30, -0.19, 0.29, -0.55, -0.26, 0.27

# 3
Computed, not measured: a 2-piece molecular cluster, C3H9N2O2 overall, with wB97M-V/def2-TZVPD.

Cartesian coordinates (Å):
1 C 1.75907 -0.31772 0.01559
2 C 2.94446 0.54693 -0.14863
3 C -0.56242 -0.10088 0.07098
4 N 1.61267 -1.55898 -0.06414
5 N 0.58059 0.49320 0.08331
6 O -4.32571 -0.52927 -0.15823
7 O -1.64736 0.59296 0.29167
8 H 3.87977 0.13063 -0.58168
9 H 3.31935 0.87873 0.83869
10 H 2.88408 1.56889 -0.50841
11 H -0.67747 -1.17185 0.11952
12 H 2.26156 -2.25514 -0.09641
13 H -4.54083 -1.30559 -0.77492
14 H 0.67499 1.55467 0.02246
15 H -5.16836 -0.12607 -0.37708
16 H -2.56008 0.11714 0.28898

Atomic forces in eV per Å
C 1.6 -0.9 -1.8
C 2.9 0.8 1.5
C -3.1 0.8 1.9
N -3.4 2.8 0.9
N -0.2 1.4 -0.5
O -0.7 -2.1 -1.9
O -0.4 -0.4 -0.6
H -1.1 -0.3 0.0
H -0.2 -0.7 0.3
H -1.0 -0.1 -1.0
H 0.7 -0.3 -0.5
H 2.8 -1.5 -0.3
H 1.4 0.8 1.4
H -0.4 -2.0 0.3
H -0.2 1.3 0.7
H 1.4 0.3 -0.3

Calculated values
Charge: +1
Relative energy (zero: lowest compared OMol25 entry of this formula, charge and spin), kJ/mol: 217.6
LUMO, eV: -4.4
E_HOMO, eV: -14.6
Kohn-Sham gap, eV: 10.2

Atom charges from the natural (NBO) analysis, given in e for atoms 1 to 8: 0.45, -0.75, 0.59, -0.64, -0.55, -0.97, -0.61, 0.28

# 4
Computed, not measured: a 2-piece molecular cluster, C3H9N2O3 overall, with wB97M-V/def2-TZVPD.

Cartesian coordinates (Å):
1 O 1.72776 -0.74405 -0.35794
2 C 0.68320 -0.24525 0.13665
3 N 0.00307 0.77004 -0.30682
4 C 0.38558 1.56093 -1.50977
5 O 1.70914 1.50509 -1.74210
6 C -0.02759 -1.10027 1.25838
7 N -0.08684 -2.52317 0.89045
8 H -1.97584 1.68429 0.92145
9 H 0.22393 2.63887 -1.36654
10 H -0.25906 1.22475 -2.27856
11 H -0.95367 -0.55295 1.60019
12 H 0.35877 -1.05779 2.27811
13 H -0.44408 -2.64478 -0.02846
14 H 0.90889 -2.86545 1.00533
15 H -1.84663 0.44013 0.19016
16 H 2.18804 0.82626 -1.24920
17 O -2.59465 1.08337 0.55866

Atomic forces in eV per Å
O 1.0 -0.3 0.2
C -0.4 -0.6 -0.2
N -1.3 1.2 0.1
C -0.4 -0.7 3.6
O 3.1 0.8 -1.9
C -0.5 1.3 0.5
N 1.1 0.2 2.1
H 0.9 1.3 0.6
H -0.9 -0.1 0.3
H -0.5 -0.5 -1.5
H -0.1 -1.2 -1.4
H 1.4 -0.1 -0.2
H 0.2 -0.1 -0.9
H -1.8 0.5 -0.9
H -1.7 1.9 0.5
H -0.8 -0.8 0.1
O 0.5 -2.7 -1.2

Calculated values
Charge: -1
Relative energy (zero: lowest compared OMol25 entry of this formula, charge and spin), kJ/mol: 213.2
LUMO, eV: 4.1
E_HOMO, eV: -4.1
Kohn-Sham gap, eV: 8.1

Atom charges from the natural (NBO) analysis, given in e for atoms 1 to 8: -0.82, 0.57, -0.73, 0.12, -0.78, -0.32, -0.85, 0.46

Question: Number 2 is which compound?
Answer: C3H9N2O2